Entry from the OMol25 dataset: an isolated molecule of C5H14N2 in a non-equilibrium geometry (ωB97M-V/def2-TZVPD).

Output
Multiplicity   1
Energy above the lowest of the compared OMol25 structures with the same formula, charge and spin   33.1 kcal per mole
SMILES   CNCCCCN
Strongest force on any atom   0.0444 Eh/bohr
DFT total energy   -308.3704 hartree
Frontier orbital gap   9.8 eV
Molecular weight   102.2 g mol⁻¹

```
21
C5H14N2 ωB97M-V/def2-TZVPD
C 1.897 1.842 -0.094
N 2.134 0.554 0.579
C 1.451 -0.604 -0.019
C 0.256 -1.148 0.736
C -0.911 -0.153 0.676
C -1.612 -0.113 -0.683
N -2.407 -1.347 -0.836
H 2.796 2.283 -0.533
H 1.502 2.616 0.568
H 1.168 1.744 -0.907
H 1.759 0.729 1.502
H 2.237 -1.191 -0.503
H 0.969 -0.272 -0.955
H 0.460 -1.243 1.811
H -0.087 -2.114 0.366
H -0.543 0.857 0.893
H -1.713 -0.274 1.376
H -2.343 0.703 -0.648
H -0.973 -0.028 -1.557
H -3.081 -1.474 -0.090
H -2.960 -1.369 -1.682
```